153
Properties=species:S:1:pos:R:3:forces:R:3:mulliken_charge:R:1 method="wB97M-V/def2-TZVPD" homo_lumo_gap_ev=8.1 charge=0 e_tot_ev=-79207.3761 lumo_energy_ev=0.03
C -4.5009 1.4967 1.0073 0.64 -0.13 -0.27 -1.19
C -4.0898 2.5322 2.0395 -0.62 0.85 0.30 1.66
C -2.8539 2.1264 2.8091 0.31 -1.65 -0.05 -1.23
C -3.7876 3.8825 1.3742 0.53 -0.47 -0.76 0.06
C -4.9827 4.6621 0.8612 -0.19 0.23 -0.17 -0.56
C -5.8485 4.9465 2.0774 -0.42 1.19 -0.87 -1.56
C -6.2760 3.6627 2.7774 -0.70 -0.01 0.51 1.72
C -6.8698 4.1036 4.1371 -0.34 -0.66 0.23 -2.03
C -7.4118 2.9761 2.0014 -0.66 0.13 0.24 -1.76
N -5.1364 2.7838 3.0452 0.59 0.99 0.42 0.26
O -5.5540 1.5644 3.6407 -0.31 -0.04 -0.18 -0.51
H -5.2331 1.8989 0.3095 -0.24 -0.13 0.12 0.32
H -3.6177 1.2215 0.4245 -0.06 -0.07 0.02 -0.05
H -4.8489 0.5924 1.5051 -0.22 0.03 -0.11 0.34
H -2.0249 1.8471 2.1491 -0.02 0.49 -0.11 -0.05
H -2.5557 2.8584 3.5514 0.00 0.16 -0.03 0.46
H -3.0511 1.1687 3.3102 -0.07 0.27 0.22 0.17
H -3.2213 4.4974 2.0776 -0.19 0.13 0.09 0.51
H -3.0807 3.6610 0.5649 -0.09 0.01 0.03 -1.04
H -4.6296 5.5485 0.3217 -0.05 0.24 0.49 0.45
H -5.5984 4.1850 0.0885 0.29 -0.57 0.21 0.30
H -6.7703 5.4923 1.8201 -0.04 -0.46 -0.31 0.55
H -5.3887 5.7356 2.6857 0.49 -0.76 0.53 0.39
H -7.5683 3.3488 4.5236 0.31 -0.09 0.06 0.45
H -7.4934 4.9963 4.0714 0.25 0.16 -0.26 0.41
H -6.0726 4.2620 4.8646 -0.02 0.12 -0.03 0.44
H -7.7267 2.0480 2.4808 0.40 -0.11 0.02 0.33
H -7.2087 2.7616 0.9543 0.09 0.15 -0.02 0.33
H -8.3036 3.6085 2.0919 0.14 0.09 -0.38 0.48
H -5.7228 1.8228 4.5534 0.18 -0.13 0.06 0.36
C 6.1731 -3.8509 0.4305 0.10 -0.60 0.13 -2.19
C 6.3673 -3.3622 -1.0046 0.55 -0.34 0.15 2.04
C 6.6742 -4.5813 -1.8876 -0.56 0.24 -0.32 -1.91
C 5.0997 -2.6555 -1.4428 -0.62 -0.11 -0.26 -1.25
C 5.2808 -1.8521 -2.7155 -0.35 0.89 0.15 -0.57
C 6.3638 -0.8173 -2.4780 0.77 0.10 -1.01 -1.47
C 7.7144 -1.4306 -2.0543 -0.77 -0.15 -0.26 2.27
C 8.3859 -2.0815 -3.2726 0.91 -0.97 0.09 -1.80
C 8.5676 -0.3213 -1.5013 0.49 1.15 1.18 -2.30
N 7.4505 -2.3735 -0.9795 -0.46 0.59 1.04 0.23
O 8.6565 -2.9499 -0.5087 0.07 -0.19 -0.30 -0.52
H 5.2992 -4.5076 0.4908 -0.17 0.30 -0.02 0.36
H 6.9971 -4.4907 0.7566 0.14 0.23 -0.09 0.47
H 6.0875 -3.0171 1.1270 -0.17 0.02 -0.04 0.45
H 6.8731 -4.3008 -2.9220 0.17 0.06 0.05 0.39
H 7.5166 -5.1360 -1.4838 0.02 -0.11 -0.08 0.39
H 5.7732 -5.2001 -1.9373 0.20 -0.23 0.23 0.44
H 4.2830 -3.3780 -1.5539 0.22 -0.15 -0.04 0.49
H 4.7443 -1.9887 -0.6493 0.25 0.13 -0.04 0.22
H 5.4710 -2.4179 -3.6286 0.12 -0.34 0.22 0.49
H 4.3617 -1.2878 -2.9040 -0.07 -0.23 -0.10 0.15
H 6.0145 -0.0252 -1.8160 0.11 -0.26 0.43 0.33
H 6.6377 -0.3188 -3.4179 -0.36 0.12 0.01 0.47
H 8.7545 -3.0724 -2.9843 -0.12 0.08 0.04 0.37
H 9.3106 -1.5856 -3.5759 -0.31 0.40 -0.18 0.45
H 7.7428 -2.2511 -4.1350 -0.10 0.27 -0.01 0.29
H 8.2264 0.0184 -0.5111 -0.25 -0.47 -0.08 0.45
H 8.5078 0.6193 -2.0589 0.20 -0.39 -0.56 0.41
H 9.6122 -0.5956 -1.3432 -0.01 -0.06 -0.36 0.48
H 8.8141 -2.4919 0.3232 0.00 -0.05 0.02 0.35
C -1.0086 3.0112 -1.4814 -1.03 -0.18 0.35 -1.08
C -0.3021 3.4472 -2.7792 -0.24 -0.46 0.80 2.46
C 0.8915 4.3664 -2.4870 0.32 0.38 0.77 -1.64
C 0.1985 2.2101 -3.5036 0.16 0.07 -1.08 -1.44
C -0.8909 1.3810 -4.1610 0.24 0.38 -0.26 -0.37
C -1.5774 2.2515 -5.2250 -0.28 -0.58 1.19 -1.38
C -2.1629 3.5350 -4.6084 -0.30 -0.14 -0.17 1.58
C -2.4039 4.5342 -5.7458 -0.22 0.23 0.27 -1.91
C -3.4724 3.1517 -3.9234 -0.61 -0.36 0.19 -1.76
N -1.2198 4.1353 -3.6829 0.91 0.75 -0.59 0.30
O -1.7328 5.3249 -3.1321 0.12 -0.24 0.13 -0.49
H -1.4801 2.0252 -1.5654 0.08 0.06 -0.21 0.03
H -0.4299 2.9625 -0.5604 0.42 0.20 -0.24 0.53
H -1.8466 3.6770 -1.2493 0.14 0.11 0.04 -0.45
H 1.1720 4.3998 -1.4274 -0.31 -0.22 -0.01 0.18
H 1.8088 4.0281 -2.9734 -0.19 0.18 -0.41 0.31
H 0.6584 5.4026 -2.7234 0.09 -0.08 -0.35 0.43
H 0.7649 2.5939 -4.3655 0.36 -0.12 0.26 0.79
H 0.8719 1.6153 -2.8832 -0.06 0.13 0.23 -0.37
H -0.4132 0.5347 -4.6596 -0.20 -0.18 0.11 0.47
H -1.6383 1.0147 -3.4562 0.11 -0.17 0.06 0.15
H -2.4241 1.6444 -5.5509 0.06 0.28 -0.68 0.42
H -0.8921 2.4845 -6.0362 0.00 -0.06 -0.09 0.32
H -2.5117 5.5506 -5.3709 0.01 -0.05 0.15 0.39
H -3.3350 4.3019 -6.2657 0.19 -0.17 -0.25 0.40
H -1.5437 4.5215 -6.4125 -0.12 0.02 -0.19 0.39
H -3.3040 2.3667 -3.1828 0.00 0.04 0.05 0.31
H -4.1752 2.7424 -4.6542 0.05 0.05 -0.01 0.48
H -4.0096 3.9599 -3.4201 0.24 0.18 -0.09 0.42
H -2.3970 5.0694 -2.4724 -0.01 0.02 0.01 0.33
O -2.3966 -2.8743 2.0232 -0.02 -0.30 0.10 -0.77
C -3.6900 -3.0510 1.4732 -0.70 1.00 0.15 -0.33
C -3.7916 -4.1666 0.4822 0.29 -0.60 0.06 -0.59
O -3.0047 -3.8832 -0.6770 -0.19 -0.13 -0.19 -0.33
H -2.2501 -3.5507 2.6951 0.20 0.06 0.00 0.28
H -4.4710 -3.1057 2.2436 0.25 -0.42 0.14 0.50
H -3.9377 -2.1122 0.9645 0.23 -0.07 -0.13 0.00
H -4.8425 -4.3574 0.2538 0.01 0.13 -0.22 0.47
H -3.3946 -5.1100 0.8745 -0.07 0.11 0.29 0.31
H -3.5951 -3.6758 -1.4068 0.10 0.09 -0.06 0.17
O 2.7950 1.2409 1.0343 -0.08 0.38 -0.25 -0.43
C 2.1263 2.4884 0.8505 0.21 -0.40 0.30 0.73
C 3.0633 3.6431 1.1195 -0.25 0.20 -0.53 -0.64
O 3.4316 3.7315 2.4702 0.07 0.27 0.36 -0.59
H 3.0092 0.9283 0.1441 -0.01 -0.28 0.23 0.10
H 1.6996 2.5859 -0.1530 0.10 -0.15 -0.03 -0.31
H 1.3066 2.4998 1.5757 -0.02 0.23 -0.04 0.15
H 2.5477 4.5658 0.8257 0.05 0.06 0.38 0.30
H 3.9509 3.5965 0.4707 -0.04 -0.25 0.01 0.24
H 3.7999 2.8882 2.7560 -0.06 -0.08 -0.19 0.34
O 3.2937 -2.6067 4.2127 -0.41 0.00 -0.23 -0.60
C 2.5533 -2.5653 2.9716 0.27 -0.25 0.63 0.41
C 1.4004 -3.5404 3.0305 -0.17 -0.72 0.17 -0.50
O 0.5491 -3.3135 4.1554 0.21 -0.23 -0.59 -0.39
H 3.4356 -3.5345 4.4292 0.21 0.00 -0.04 0.35
H 2.1901 -1.5489 2.8711 0.11 0.18 -0.13 0.06
H 3.2409 -2.8330 2.1688 -0.19 0.18 -0.34 -0.05
H 1.8108 -4.5660 3.0798 0.02 0.11 0.07 0.36
H 0.7653 -3.5555 2.1428 0.12 0.43 -0.09 0.15
H 1.0686 -3.5727 4.9213 -0.17 0.30 0.26 0.29
O -1.9079 -6.5850 -1.4223 0.23 -0.07 0.20 -0.55
C -0.5090 -6.7618 -1.1302 -0.94 -0.07 -0.75 -0.57
C 0.2988 -5.6926 -1.8018 0.49 1.08 0.13 -0.28
O 0.0321 -4.3752 -1.2883 -0.03 -0.56 0.01 -0.30
H -2.2368 -5.8404 -0.9052 -0.04 0.08 -0.14 0.24
H -0.3761 -6.7938 -0.0493 0.34 -0.08 0.03 0.22
H -0.2613 -7.7070 -1.6152 0.15 -0.15 0.39 0.36
H 0.1333 -5.6935 -2.8838 -0.21 -0.19 0.02 0.27
H 1.3712 -5.8452 -1.6526 -0.06 -0.12 0.12 0.30
H -0.9266 -4.2674 -1.2201 0.01 0.14 -0.08 0.16
O 1.5498 -1.0332 -0.5043 0.31 -0.22 0.23 -0.04
C 0.1416 -1.2295 -0.4846 0.31 0.82 -0.16 -0.21
C -0.4759 -0.1816 0.4296 -0.09 -0.64 0.32 1.19
O -1.8487 -0.4886 0.6141 -0.15 0.11 0.01 0.21
H 1.8601 -0.8875 -1.3974 -0.09 -0.15 -0.04 0.04
H -0.2402 -1.1165 -1.5020 -0.33 -0.23 0.08 0.15
H -0.0997 -2.2160 -0.0897 0.05 -0.13 -0.16 -0.19
H -0.3972 0.8269 0.0345 0.01 0.00 -0.11 -0.73
H 0.0483 -0.2093 1.3924 0.13 0.11 -0.06 0.11
H -1.8853 -1.3198 1.1127 0.00 0.17 -0.06 0.05
O -1.7270 -1.5913 4.8741 0.02 0.13 0.52 -0.52
C -3.0779 -1.9791 5.0572 0.56 0.81 -0.48 0.56
C -3.4594 -1.8100 6.4978 -0.85 -0.55 0.11 -0.90
O -2.7454 -2.6460 7.3873 0.18 0.32 0.15 -0.53
H -1.4765 -1.6204 3.9469 -0.10 -0.13 -0.03 0.21
H -3.7170 -1.2734 4.5034 -0.21 -0.45 -0.20 0.03
H -3.2192 -3.0187 4.7388 -0.22 0.04 0.03 0.12
H -4.5044 -2.1373 6.5694 0.02 0.11 0.02 0.33
H -3.4542 -0.7552 6.7842 0.33 0.00 0.05 0.39
H -1.9699 -2.1586 7.6796 0.13 -0.16 -0.09 0.31
O 3.5137 0.8618 -1.7095 0.00 0.12 -0.18 -0.30
H 4.2248 1.4731 -1.9301 0.02 0.01 0.04 0.17
H 3.1504 0.5957 -2.5602 0.01 0.09 -0.04 0.20

70
Properties=species:S:1:pos:R:3:forces:R:3:mulliken_charge:R:1 method="wB97M-V/def2-TZVPD" homo_lumo_gap_ev="6.8 / 6.3" charge=+1 e_tot_ev=-223780.8299 spin_multiplicity=3 lumo_energy_ev="-2.47 / -4.84" s_squared=2.027
Au -0.9700 0.3041 1.1554 0.00 0.07 -0.08 1.02
C 1.3977 -1.9561 -0.2686 -0.01 0.05 -0.01 -1.44
C 1.9727 -0.6085 -0.6947 -0.02 -0.02 0.03 -0.64
As 1.4482 0.7589 0.5962 0.01 -0.02 0.03 0.76
C 2.6618 0.4651 2.0622 0.01 -0.02 -0.01 0.36
C 2.1822 -0.1350 3.2212 -0.04 0.03 0.01 -0.35
C 3.0477 -0.4055 4.2721 0.02 0.01 0.01 -0.69
C 4.3885 -0.0677 4.1648 0.00 -0.01 0.01 -0.47
C 4.8676 0.5418 3.0117 0.01 0.00 -0.01 -0.67
C 4.0073 0.8083 1.9582 -0.01 0.01 -0.02 -0.37
C 1.9703 2.4510 -0.1419 0.01 0.01 0.02 0.22
C 2.3997 2.5882 -1.4568 -0.01 -0.01 -0.01 -0.40
C 2.7149 3.8466 -1.9500 -0.01 0.02 0.01 -0.66
C 2.5950 4.9640 -1.1356 0.01 0.02 -0.01 -0.54
C 2.1669 4.8274 0.1786 0.01 0.00 0.01 -0.78
C 1.8570 3.5712 0.6784 -0.01 -0.01 0.00 -0.49
As -0.5447 -1.8619 -0.0831 0.02 -0.06 0.03 0.24
C -1.2601 -1.9196 -1.8666 -0.01 0.00 -0.04 0.45
C -0.4864 -2.2722 -2.9661 -0.03 -0.01 0.02 0.06
C -1.0448 -2.2521 -4.2382 0.01 -0.02 0.00 -0.83
C -2.3717 -1.8835 -4.4090 0.00 -0.02 -0.03 -0.56
C -3.1440 -1.5298 -3.3099 -0.02 -0.01 0.03 -0.60
C -2.5882 -1.5400 -2.0397 0.01 -0.02 0.00 -0.65
C -1.0255 -3.5211 0.7578 -0.02 0.00 -0.02 0.47
C -1.4965 -4.6033 0.0232 -0.01 0.01 -0.01 -0.34
C -1.8225 -5.7837 0.6760 0.00 0.00 0.00 -0.73
C -1.6790 -5.8814 2.0526 0.00 0.00 0.01 -0.49
C -1.2141 -4.7979 2.7859 0.00 -0.01 0.00 -0.66
C -0.8923 -3.6145 2.1401 -0.01 0.02 0.01 -0.35
H 1.7649 -2.2582 0.7153 0.01 0.00 0.01 0.52
H 1.6625 -2.7488 -0.9673 0.00 -0.03 -0.01 0.69
H 1.5833 -0.3100 -1.6672 0.00 0.03 -0.02 0.26
H 3.0625 -0.6356 -0.7312 0.01 -0.01 -0.01 0.75
H 1.1264 -0.3689 3.3138 0.01 -0.02 0.00 0.22
H 2.6737 -0.8688 5.1756 0.00 0.00 0.00 0.41
H 5.0637 -0.2723 4.9854 -0.01 0.00 -0.01 0.40
H 5.9124 0.8125 2.9359 0.00 0.00 0.00 0.41
H 4.3804 1.2939 1.0632 0.01 0.00 0.01 0.39
H 2.4856 1.7281 -2.1085 -0.01 -0.01 0.00 0.42
H 3.0485 3.9516 -2.9739 0.00 0.00 0.00 0.48
H 2.8415 5.9440 -1.5230 0.00 -0.01 0.00 0.42
H 2.0797 5.6973 0.8164 0.00 -0.01 0.00 0.44
H 1.5328 3.4650 1.7082 0.00 0.01 0.00 0.47
H 0.5478 -2.5688 -2.8472 0.01 0.01 0.00 0.33
H -0.4437 -2.5322 -5.0935 0.00 0.01 0.00 0.43
H -2.8058 -1.8750 -5.4005 0.00 0.00 0.01 0.39
H -4.1803 -1.2468 -3.4422 0.01 0.00 0.00 0.42
H -3.1874 -1.2487 -1.1838 -0.01 0.01 0.00 0.41
H -1.6162 -4.5276 -1.0504 0.00 0.00 -0.01 0.42
H -2.1917 -6.6269 0.1075 0.00 0.00 0.00 0.40
H -1.9366 -6.8031 2.5576 0.00 0.01 0.00 0.39
H -1.1129 -4.8713 3.8606 0.00 0.00 -0.01 0.42
H -0.5499 -2.7613 2.7166 0.00 0.00 0.00 0.32
S -6.7022 3.9562 3.8137 0.02 0.00 0.06 -0.13
C -5.4182 3.1484 3.2558 -0.08 0.01 -0.19 0.11
S -3.9330 3.9156 2.7646 0.05 -0.03 0.05 0.00
C -3.0711 2.4957 2.2795 -0.03 0.04 0.03 0.15
C -3.7889 1.2851 2.3865 0.03 -0.03 0.03 0.16
S -3.2168 -0.2502 1.9724 0.02 0.03 -0.01 -0.31
S -5.3955 1.4228 3.0112 0.02 0.00 0.05 -0.01
S -1.4726 2.6578 1.7562 -0.05 -0.02 0.02 -0.35
N -0.9464 3.2662 -2.0858 -0.03 0.02 0.01 -0.20
C -0.8071 1.9827 -2.4495 -0.02 -0.12 0.06 0.19
O -0.4954 1.1019 -1.6540 0.08 0.03 -0.06 0.19
C -1.0925 1.6359 -3.8902 -0.08 0.00 0.06 -0.66
I 0.4169 2.3999 -5.1857 0.04 -0.01 0.00 0.09
H -0.7341 3.5208 -1.1334 0.02 0.03 0.00 0.18
H -1.0875 3.9925 -2.7661 -0.01 0.01 0.00 0.22
H -2.0396 2.0513 -4.2250 0.02 0.02 -0.02 0.51
H -1.0952 0.5566 -3.9919 0.02 0.01 -0.02 -0.20

97
Properties=species:S:1:pos:R:3:forces:R:3:mulliken_charge:R:1 method="wB97M-V/def2-TZVPD" homo_lumo_gap_ev=6.3 charge=-2 e_tot_ev=-168594.6724 lumo_energy_ev=3.64
Bi -0.0799 -0.7255 -0.9253 -0.35 0.10 -0.13 1.04
I -1.8841 2.0964 -0.8668 0.04 -0.01 0.04 0.18
C -2.7994 1.3593 -2.5994 -0.02 0.07 0.00 0.90
C -3.8433 2.1246 -3.0420 -0.01 -0.01 0.02 -0.59
C -4.5642 1.7614 -4.1930 -0.01 0.02 0.02 -0.78
C -4.2025 0.6414 -4.8717 0.00 -0.01 -0.02 -0.99
C -3.1227 -0.1627 -4.4368 -0.05 -0.05 -0.05 1.22
C -2.7981 -1.3126 -5.1918 0.00 0.02 -0.03 -1.00
C -1.7728 -2.1150 -4.8096 0.03 -0.01 0.02 -1.01
C -1.0399 -1.7936 -3.6539 0.04 0.08 0.07 0.43
C -1.3080 -0.7001 -2.8694 0.12 -0.01 -0.13 -0.29
C -2.3805 0.1648 -3.2599 0.02 0.00 0.04 -0.26
H -4.1248 3.0131 -2.4939 0.01 0.01 0.00 0.42
H -5.3978 2.3693 -4.5189 -0.02 0.03 -0.01 0.38
H -4.7391 0.3335 -5.7613 -0.01 -0.01 0.00 0.36
H -3.3932 -1.5368 -6.0693 -0.01 -0.01 0.01 0.26
H -1.5185 -3.0064 -5.3693 -0.01 -0.02 0.01 0.44
H -0.2280 -2.4549 -3.3860 -0.06 0.05 -0.06 -0.23
C 2.1011 -3.3803 3.8302 0.04 -0.03 -0.05 -1.88
C 0.8744 -2.5009 3.6212 -0.14 0.01 -0.24 1.32
O 0.6411 -2.1268 2.4794 0.05 -0.02 0.04 -0.09
C 0.0708 -2.1286 4.7897 0.04 0.12 -0.02 0.59
C 0.4776 -2.5588 6.0643 -0.01 -0.01 0.01 -0.86
C -0.1643 -2.1840 7.2200 -0.01 0.02 0.02 -0.81
C -1.2731 -1.3261 7.1145 -0.01 -0.03 0.08 -0.45
C -1.7098 -0.8814 5.9002 -0.02 0.00 -0.05 -0.56
C -1.0748 -1.2558 4.6652 0.06 -0.03 -0.13 0.30
O -1.5164 -0.8194 3.5597 -0.10 -0.07 0.05 -0.65
H 2.4885 -3.6370 2.8471 0.01 0.01 0.00 0.31
H 1.8630 -4.2914 4.3794 0.00 -0.02 -0.01 0.47
H 2.8662 -2.8391 4.3912 0.01 0.00 0.01 0.37
H 1.3403 -3.2079 6.1442 0.00 0.00 0.01 0.26
H 0.1796 -2.5332 8.1842 0.01 -0.02 0.04 0.35
H -1.7956 -1.0150 8.0137 -0.01 0.01 0.02 0.35
H -2.5697 -0.2273 5.8189 -0.01 0.02 0.00 0.41
Te 1.8933 -2.7781 -1.5236 0.39 0.04 0.06 -0.15
C 1.1930 -4.3668 -2.7004 -0.05 -0.05 0.04 0.08
C 1.9765 -5.0215 -3.6141 -0.12 0.02 -0.02 -0.48
C 1.3300 -6.1437 -4.1976 -0.01 -0.02 -0.02 -0.40
C 0.0651 -6.3178 -3.7213 -0.01 0.06 0.05 -0.67
S -0.3358 -5.1291 -2.5559 -0.03 -0.01 0.07 0.07
H 2.9770 -4.7012 -3.8608 0.07 0.03 -0.01 0.38
H 1.7842 -6.7825 -4.9423 0.00 -0.01 -0.02 0.34
H -0.6552 -7.0682 -4.0020 -0.02 -0.03 -0.02 0.40
N -2.2203 -2.9111 1.3968 -0.09 0.33 0.10 -0.09
C -2.5908 -2.9603 0.0956 -0.11 -0.03 -0.19 0.36
O -1.8476 -2.4961 -0.8100 0.18 0.02 0.07 -0.15
C -3.8328 -3.5736 -0.2509 0.04 -0.07 0.00 0.52
C -4.2130 -3.6555 -1.6075 -0.01 0.02 -0.04 0.04
N -4.5483 -3.7271 -2.7124 -0.01 -0.03 -0.05 -0.76
C -4.6828 -4.1215 0.7277 -0.04 -0.12 0.01 -0.15
N -5.3608 -4.5834 1.5459 -0.01 0.05 0.03 -0.67
H -1.5606 -2.1854 1.6652 0.11 -0.22 0.19 -0.42
H -2.9457 -3.0677 2.0796 0.06 -0.01 0.05 0.24
Br -3.8290 4.5876 3.9183 -0.01 0.00 0.01 -0.24
C -2.2554 4.8492 2.8843 -0.06 0.01 -0.02 0.14
C -1.9857 6.1442 2.4631 0.01 0.03 -0.01 -0.46
C -0.8562 6.3989 1.7037 -0.01 -0.02 -0.01 -0.56
C -0.0009 5.3561 1.3748 -0.02 0.03 0.00 -0.69
C -0.2824 4.0703 1.8024 0.05 -0.02 0.01 0.07
C -1.4216 3.7882 2.5614 0.06 -0.07 -0.01 -0.47
I -1.7048 1.7789 3.1140 0.14 -0.03 0.02 0.50
H -2.6636 6.9424 2.7315 -0.01 0.02 0.00 0.36
H -0.6492 7.4080 1.3718 0.01 0.02 -0.01 0.35
H 0.8879 5.5362 0.7848 0.03 -0.01 -0.02 0.42
H 0.3990 3.2620 1.5581 0.02 -0.01 -0.03 0.52
C 4.7284 4.1233 0.7266 0.01 0.01 0.02 -1.90
C 3.7320 2.9983 0.8499 -0.02 -0.03 0.03 0.20
C 3.4125 2.4701 2.0873 0.02 0.00 -0.03 -0.96
C 2.5032 1.4123 2.1554 0.00 0.00 0.09 0.06
C 2.2339 0.7397 3.4742 -0.04 0.04 0.05 -1.13
C 1.8910 0.9516 1.0083 0.12 0.01 0.00 -0.03
C 2.1824 1.4569 -0.2886 0.03 -0.11 0.15 1.61
C 3.1488 2.4898 -0.3064 0.03 0.21 -0.01 -0.73
N 1.5691 0.9294 -1.4004 -0.12 -0.22 0.01 0.71
C 2.0573 1.3848 -2.7098 -0.02 -0.03 -0.15 1.64
C 1.2927 0.6992 -3.8413 0.10 0.03 0.02 -2.10
C 3.5262 0.9570 -2.9180 0.06 0.01 0.03 -1.62
C 1.8125 2.9032 -2.9220 -0.10 0.03 -0.03 -1.71
H 5.0819 4.4422 1.7077 0.00 0.01 0.01 0.38
H 4.2869 4.9893 0.2278 0.00 0.01 -0.01 0.34
H 5.5965 3.8181 0.1373 0.01 -0.01 -0.01 0.35
H 3.8772 2.8499 2.9909 0.01 0.01 0.01 0.26
H 2.0890 1.4737 4.2692 -0.01 0.01 0.01 0.39
H 3.0828 0.1098 3.7578 0.01 0.02 -0.01 0.35
H 1.3546 0.1035 3.4277 -0.10 0.02 -0.01 -0.49
H 1.2085 0.1269 1.1450 -0.04 -0.08 0.06 -0.08
H 3.4632 2.9396 -1.2357 0.03 -0.06 0.12 0.78
H 1.4214 -0.3826 -3.8196 -0.01 -0.06 0.04 0.24
H 1.6783 1.0705 -4.7945 0.01 -0.01 -0.03 0.56
H 0.2322 0.9295 -3.7998 -0.05 0.04 0.01 0.42
H 3.5595 -0.1337 -2.9406 0.00 -0.01 -0.02 0.24
H 4.2021 1.2841 -2.1303 -0.04 0.02 -0.03 0.38
H 3.8980 1.3361 -3.8740 0.02 0.00 -0.02 0.47
H 0.8503 3.0451 -3.4169 -0.02 0.02 -0.01 0.41
H 2.5852 3.3420 -3.5597 0.02 0.02 -0.02 0.34
H 1.7770 3.4657 -1.9927 -0.06 -0.02 -0.06 0.33